{"formula": "C4H10S2", "method": "the ωB97M-V functional and the def2-TZVPD basis", "elements": ["C", "C", "C", "H", "H", "H", "H", "H", "H", "C", "S", "S", "H", "H", "H", "H"], "coordinates": [[1.551, -0.220, -0.263], [1.159, -0.234, -1.538], [0.364, -1.313, -2.234], [2.423, 0.300, 0.115], [1.043, -0.810, 0.496], [1.873, 0.276, -2.184], [-0.332, -1.813, -1.554], [0.937, -2.157, -2.620], [-0.052, -0.777, -3.091], [-1.435, 1.135, 0.905], [-2.325, 0.304, 2.241], [-1.270, 1.018, 3.879], [-1.599, 0.731, -0.081], [-1.736, 2.182, 0.914], [-0.405, 1.188, 1.254], [-0.196, 0.188, 3.763]], "smiles": "C=CC.CSS", "e_tot_ha": -954.7207, "largest_force_ev_per_a": 3.0, "e_lumo_ev": 0.55, "e_homo_ev": -8.906}